Entry 1:
{
  "formula": "C3H5N3O",
  "method": "ωB97M-V/def2-TZVPD",
  "largest_force_ev_per_a": 5.83,
  "homo_lumo_gap_ev": 9.7,
  "smiles": "Cc1[nH]nnc1O",
  "total_charge": 0,
  "relative_energy_kcal_mol": 69.4,
  "symbols": ["O", "N", "N", "N", "C", "C", "C", "H", "H", "H", "H", "H"],
  "xyz": [[-1.297896, 0.396863, -1.584133], [1.716756, -0.575055, -0.023019], [1.035952, -0.084993, 0.990359], [0.950421, -0.628301, -1.071860], [-0.228741, 0.161899, 0.621151], [-1.344667, 0.689741, 1.556183], [-0.282000, -0.138720, -0.714663], [-1.012915, 1.454552, 2.157319], [1.291879, -0.566405, 1.905583], [-1.486852, -0.258248, 2.132571], [-1.003804, -0.143252, -2.481288], [-2.194595, 1.079361, 0.914490]],
  "forces_ev_per_angstrom": [[3.3870, -4.1766, -2.2489], [0.7586, -1.5433, -1.6522], [0.0127, -1.4998, 2.4458], [-0.2565, 0.9476, -0.1072], [-2.5089, 1.4464, 0.1404], [0.2375, -2.8998, -2.7638], [-0.4545, 2.0570, 0.2425], [0.8474, 1.6792, 1.4906], [-0.2313, 1.5688, -1.4885], [-1.0982, 1.1605, 0.0134], [-1.4993, 2.2489, 2.9268], [0.8055, -0.9890, 1.0011]]
}

Entry 2:
{
  "formula": "H10O5",
  "method": "ωB97M-V/def2-TZVPD",
  "largest_force_ev_per_a": 4.70,
  "homo_lumo_gap_ev": 11.5,
  "smiles": "O.O.O.O.O",
  "total_charge": 0,
  "relative_energy_kcal_mol": 49.3,
  "symbols": ["O", "O", "O", "O", "O", "H", "H", "H", "H", "H", "H", "H", "H", "H", "H"],
  "xyz": [[-3.905402, -1.469352, -0.093697], [-3.301901, 2.065741, -0.079868], [3.458574, -1.679635, 0.006012], [2.760779, 2.567720, -0.093224], [0.664343, -1.410095, 0.118321], [3.227123, 2.998592, 0.634855], [0.458194, -0.981214, -0.704044], [-4.741935, -1.221757, 0.446155], [-2.463769, 1.801297, -0.363581], [3.569945, 2.208285, -0.598636], [4.245259, -1.750918, 0.436957], [-3.297568, 2.223229, 0.883928], [-4.184637, -2.309384, -0.460157], [3.460648, -2.146533, -0.866921], [0.050347, -0.895975, 0.733896]],
  "forces_ev_per_angstrom": [[-2.3541, 0.6774, 1.5613], [-2.4472, 0.8944, 1.2339], [-3.7019, 0.0520, -2.8948], [2.4453, -0.6848, -1.0286], [-1.6343, 1.0245, 1.7915], [-0.3815, 0.0888, 0.1306], [0.0572, 0.1914, -0.8149], [2.2365, -0.3411, -1.3219], [2.0533, -0.6383, -0.3202], [-2.1021, 0.5952, 0.9039], [3.5857, -0.6363, 1.3970], [0.3630, -0.2304, -0.8971], [0.1669, -0.3347, -0.2527], [0.4149, 0.5666, 1.5050], [1.2983, -1.2248, -0.9931]]
}

Entry 3:
{
  "formula": "C2H8N4O2",
  "method": "ωB97M-V/def2-TZVPD",
  "largest_force_ev_per_a": 6.61,
  "homo_lumo_gap_ev": 8.4,
  "smiles": "CN(N)/C(=N\\O)NO",
  "total_charge": 0,
  "relative_energy_kcal_mol": 231.6,
  "symbols": ["O", "O", "N", "N", "N", "N", "C", "C", "H", "H", "H", "H", "H", "H", "H", "H"],
  "xyz": [[-2.195588, -1.543411, -0.006624], [2.065090, -0.933528, 0.870168], [-1.761273, 0.729862, 0.441060], [-0.878770, -1.838074, -0.177018], [-0.446258, 0.395474, -0.196447], [1.435599, -1.025731, -0.600621], [0.692396, 1.344428, -0.393367], [-0.020732, -0.854882, -0.244840], [-2.315205, 1.505885, -0.181118], [1.555897, -2.126537, -0.556405], [-1.504210, 1.134992, 1.377378], [0.218660, 1.958480, -1.172203], [3.029500, -0.736708, 0.505414], [0.969333, 2.137460, 0.553585], [-2.519002, -0.784295, 0.477836], [1.674558, 0.636582, -0.696800]],
  "forces_ev_per_angstrom": [[-1.7110, -3.0519, -1.3192], [2.6032, 1.0255, -3.4132], [1.5817, 3.5727, -0.8446], [3.1499, -0.0722, 0.2882], [0.3500, 3.3331, 0.9876], [-1.7078, -5.1085, 3.8286], [0.4696, 1.8868, 1.3303], [-1.8036, -3.1017, -0.4891], [2.2344, -2.3066, 1.9203], [-0.7661, 2.5192, -0.9320], [-0.4794, -0.0567, -1.2787], [1.3238, 0.4306, -0.1729], [-2.6649, -0.5006, 1.6715], [-0.9165, -2.5144, -2.2559], [1.4026, 0.8576, 0.1623], [-3.0659, 3.0871, 0.5166]]
}

Entry 4:
{
  "formula": "C16H28FN2O3",
  "method": "ωB97M-V/def2-TZVPD",
  "largest_force_ev_per_a": 1.52,
  "homo_lumo_gap_ev": 8.6,
  "total_charge": 1,
  "symbols": ["F", "O", "O", "O", "N", "N", "C", "C", "C", "C", "C", "C", "C", "C", "C", "C", "C", "C", "C", "C", "C", "C", "H", "H", "H", "H", "H", "H", "H", "H", "H", "H", "H", "H", "H", "H", "H", "H", "H", "H", "H", "H", "H", "H", "H", "H", "H", "H", "H", "H"],
  "xyz": [[-1.380343, -0.122952, 2.117500], [1.649490, 5.253157, 1.979607], [-3.188008, -5.990119, -2.091761], [-1.352546, -1.219639, -2.948293], [2.080080, 1.323947, 0.660293], [2.988258, 0.298013, 2.314278], [4.772715, -1.006739, 0.445068], [-0.015018, 6.566643, 0.777359], [-1.665533, -2.312965, -2.083768], [-0.405555, -2.901162, -1.478761], [1.913941, 1.883183, -0.572977], [5.012402, -2.176992, 0.538275], [-4.227954, -5.095541, -1.703095], [1.403408, 6.491465, 1.308592], [3.195790, 0.696189, 1.076886], [1.147482, 1.289092, 1.696768], [-1.182602, 0.762185, 1.075224], [1.710092, 0.651896, 2.744847], [-0.233863, 1.860666, 1.540539], [1.852641, 2.526004, -1.578831], [-5.367918, -5.819712, -1.012616], [4.476105, 0.432944, 0.332011], [-0.638466, -3.725103, -0.803063], [-0.199586, 7.521223, 0.284427], [1.281757, 0.430415, 3.703787], [-3.563943, -6.634264, -2.699079], [-5.814684, -6.559856, -1.679905], [-0.736492, 0.195258, 0.253342], [-6.147087, -5.121893, -0.702935], [4.338743, 0.693370, -0.717305], [1.721471, 3.027399, -2.510202], [5.288810, 1.020179, 0.759286], [-2.216030, -3.073496, -2.643727], [2.124973, 6.613896, 0.494718], [1.510276, 4.543483, 1.346594], [-0.732330, 6.448619, 1.589946], [-2.320125, -1.924602, -1.303729], [-0.200591, 5.766217, 0.054438], [-0.789646, -1.555689, -3.652031], [-5.002272, -6.350358, -0.133290], [-0.605910, 2.304801, 2.460924], [4.958515, -3.218457, 0.759832], [-0.179945, 2.645064, 0.782170], [3.677521, -0.202242, 2.857043], [-3.773542, -4.370540, -1.028034], [-2.142854, 1.155920, 0.746695], [0.261716, -3.274388, -2.258503], [0.139132, -2.131859, -0.925125], [-4.589745, -4.557793, -2.586439], [1.581120, 7.276743, 2.039969]],
  "forces_ev_per_angstrom": [[-0.0353, -0.0413, 0.1717], [0.0483, -0.0617, 0.1540], [0.0897, 0.1604, 0.1018], [-0.0762, 0.1526, 0.2200], [0.4048, -0.5307, 0.1481], [-0.4657, 0.0101, 0.6159], [0.3132, 0.2044, -0.1574], [-0.0103, -0.0717, 0.0825], [0.2700, -0.0767, -0.2658], [-0.0011, 0.0105, 0.0872], [0.1991, 0.4832, 0.1223], [-0.7633, 0.1402, 0.4321], [-0.1018, -0.2221, -0.1498], [-0.1090, -0.1226, -0.1967], [0.6758, -0.0616, -0.0961], [-1.2438, 0.6287, 0.6015], [0.1500, -0.0042, -0.3418], [0.4037, 0.1441, -0.8871], [0.3571, -0.2900, -0.4499], [-0.2393, -0.2952, 0.0330], [0.0515, -0.0361, 0.0265], [-0.4198, -0.5806, -0.1171], [0.0151, -0.0176, -0.0252], [-0.0021, -0.0144, -0.0215], [0.1980, -0.0983, 0.1040], [0.0173, -0.0354, -0.0044], [-0.0492, 0.0514, -0.0252], [-0.0948, 0.0389, -0.0847], [-0.0088, -0.0091, -0.0209], [0.0799, 0.1909, 0.0188], [0.0660, 0.0120, -0.0258], [-0.0172, 0.1720, -0.0738], [-0.0318, -0.0592, 0.1155], [0.0086, 0.0956, 0.0251], [-0.0136, 0.0612, -0.1023], [0.0091, 0.0526, 0.0143], [-0.0359, 0.0884, -0.0658], [0.0249, 0.0534, -0.0609], [-0.0392, -0.0060, -0.0535], [0.0062, 0.0403, 0.0210], [0.1664, -0.0200, 0.0954], [0.4561, -0.0866, -0.2453], [-0.2007, 0.0368, 0.0115], [0.0158, -0.0911, -0.0412], [0.0604, -0.0093, -0.0139], [-0.0448, 0.0527, 0.1454], [-0.0472, -0.0727, -0.0048], [-0.0278, -0.0123, 0.0481], [-0.0573, 0.0974, 0.0793], [0.0492, -0.0511, 0.0558]]
}